[1]
Density functional theory data (wB97M-V/def2-TZVPD) for a molecular structure, C35H30GeN3O6Ta.

```
76
Properties=species:S:1:pos:R:3:forces:R:3:lowdin_charge:R:1
Ta -0.73387 -0.96927 0.13691 -1.73 6.17 1.02 1.546
C -3.08164 1.50356 1.12965 0.21 0.03 0.16 -0.074
N -3.10390 0.15890 0.53808 1.15 -0.91 -0.39 -0.328
C -4.03467 -0.71293 1.25978 -0.02 -0.03 0.12 -0.088
C -3.46936 0.24811 -0.89303 -0.10 0.04 -0.12 -0.184
C -2.39422 0.93205 -1.69055 -0.11 0.27 -0.22 -0.303
C -2.72608 1.78738 -2.73666 -0.01 0.08 0.03 -0.055
C -1.72974 2.39933 -3.48341 -0.02 -0.02 -0.01 -0.089
C -0.39583 2.18135 -3.15723 -0.03 -0.09 0.08 -0.082
C -0.06795 1.33230 -2.10612 -0.14 0.15 -0.03 -0.113
C -1.06471 0.69796 -1.35994 0.62 -1.68 0.06 -0.259
H -4.08990 1.93540 1.13100 -0.02 -0.07 -0.03 0.099
H -2.41726 2.13623 0.54779 0.02 0.00 0.02 0.089
H -2.70286 1.45267 2.14905 -0.01 -0.04 -0.02 0.089
H -5.06620 -0.34930 1.18383 0.03 0.04 -0.01 0.097
H -3.75648 -0.74420 2.31253 0.00 0.00 0.00 0.092
H -3.99674 -1.72593 0.85729 0.00 0.01 -0.04 0.084
H -4.41310 0.79375 -1.01569 -0.11 -0.09 0.12 0.129
H -3.62935 -0.77132 -1.26262 -0.03 -0.06 0.06 0.121
H -3.77070 1.96346 -2.97786 0.05 0.01 0.01 0.113
H -1.99560 3.03450 -4.32035 0.03 0.01 0.08 0.103
H 0.39223 2.66922 -3.71898 -0.04 -0.01 0.00 0.103
H 0.97242 1.18247 -1.84609 0.02 0.01 -0.04 0.073
O -1.56108 -4.93694 -0.34194 -0.01 -0.06 0.30 0.125
C -1.26766 -3.97989 -1.00167 0.28 0.20 0.07 -0.543
O -0.77407 -2.84620 -0.50253 0.13 -1.06 -0.47 -0.278
C -1.44420 -4.01115 -2.49518 0.04 0.19 -0.05 -0.093
C -1.58844 -2.86517 -3.26126 0.04 0.29 -0.03 0.075
C -1.75200 -2.98829 -4.62953 0.03 -0.13 0.07 -0.100
C -1.75367 -4.21282 -5.26120 -0.02 0.00 -0.29 0.092
C -1.61984 -5.33715 -4.47196 -0.02 0.09 -0.02 -0.100
C -1.48215 -5.25794 -3.10432 0.04 -0.26 0.11 0.085
N -1.62600 -6.66684 -5.12289 0.00 -0.09 -0.05 -0.346
O -1.77485 -6.69662 -6.32691 0.01 0.06 0.11 0.093
O -1.48163 -7.63717 -4.40997 -0.01 0.12 -0.02 0.096
N -1.91836 -1.76856 -5.44907 0.00 0.03 -0.09 -0.342
O -2.05765 -0.71935 -4.86020 0.00 0.01 0.10 0.096
O -1.90738 -1.89787 -6.65544 0.00 -0.09 0.07 0.097
H -1.57477 -1.86930 -2.83337 0.03 -0.03 0.05 0.107
H -1.85297 -4.28582 -6.33263 -0.03 -0.02 -0.03 0.135
H -1.39339 -6.15524 -2.50926 0.00 0.00 0.01 0.139
C 0.16067 0.43816 1.06463 -0.07 -3.28 -0.69 -0.411
Ge 1.62375 1.28261 1.99783 -0.15 0.04 -0.01 0.858
C 0.88391 1.97442 3.68108 0.00 0.06 -0.05 -0.277
C 0.30425 0.99191 4.49100 0.01 0.12 0.03 -0.123
C -0.31792 1.32363 5.68658 0.01 0.03 -0.06 -0.090
C -0.37780 2.65286 6.09074 0.01 -0.04 -0.04 -0.098
C 0.19936 3.63714 5.30260 0.00 0.01 -0.01 -0.094
C 0.82543 3.30031 4.10632 0.00 -0.10 0.00 -0.101
C 2.96452 -0.05049 2.53522 -0.04 0.00 -0.03 -0.285
C 4.04649 0.39576 3.29712 -0.03 -0.06 -0.03 -0.106
C 5.03061 -0.48603 3.72122 -0.01 -0.02 -0.01 -0.089
C 4.94476 -1.83393 3.38940 -0.05 0.07 -0.02 -0.095
C 3.87766 -2.28821 2.62746 0.03 -0.02 0.01 -0.092
C 2.89595 -1.39905 2.20320 0.08 0.05 0.05 -0.120
C 2.57158 2.49207 0.78048 -0.06 0.12 0.10 -0.274
C 3.19345 1.88405 -0.31288 0.02 0.07 0.05 -0.133
C 3.88971 2.63527 -1.24875 -0.01 0.03 0.00 -0.088
C 3.98283 4.01469 -1.10050 -0.05 -0.05 0.05 -0.093
C 3.37077 4.63289 -0.01973 -0.01 0.00 -0.01 -0.089
C 2.66601 3.87679 0.91147 0.03 -0.09 -0.07 -0.098
H 0.34260 -0.04596 4.17372 -0.01 0.01 0.05 0.094
H -0.75677 0.54824 6.30313 0.00 0.01 -0.01 0.100
H -0.87556 2.91838 7.01531 0.04 -0.01 0.00 0.099
H 0.16177 4.67292 5.61833 0.00 -0.02 -0.02 0.100
H 1.26799 4.08681 3.50829 -0.04 -0.01 0.05 0.074
H 4.11745 1.44728 3.56095 0.04 -0.04 0.02 0.103
H 5.86541 -0.12595 4.31065 -0.02 0.00 -0.01 0.100
H 5.70784 -2.52577 3.72371 -0.01 0.01 -0.01 0.099
H 3.81074 -3.33784 2.36525 -0.01 0.03 0.00 0.100
H 2.06465 -1.76044 1.60759 -0.03 -0.02 0.02 0.054
H 3.13593 0.80481 -0.42511 0.04 0.02 -0.02 0.099
H 4.36307 2.15004 -2.09416 0.00 -0.01 0.03 0.102
H 4.53251 4.60386 -1.82408 -0.01 -0.01 0.01 0.100
H 3.44175 5.70765 0.09890 -0.01 -0.03 0.00 0.101
H 2.19026 4.37773 1.74498 0.04 0.03 -0.06 0.074
```
Positions in Å, forces in eV/Å.

Computed properties:
energy above the lowest of the compared OMol25 structures with the same formula, charge and spin	2.772	eV
HOMO level	-7.67	eV
max |F|	6.49	eV Å⁻¹
orbital gap	6.5	eV
E	-4101.06184	hartree

***

[2]
Density functional theory data (wB97M-V/def2-TZVPD) for a molecular structure, C35H30IrN2O5PS.

```
75
Properties=species:S:1:pos:R:3:forces:R:3:lowdin_charge:R:1
Ir -0.16123 0.84096 -1.28378 0.26 1.51 -0.38 1.033
C -4.41295 -0.66169 -1.52958 -0.04 0.02 0.08 -0.055
O -5.01569 0.62463 -1.44855 0.05 0.03 -0.23 -0.067
C -4.36989 1.73096 -0.98922 -0.06 0.02 0.05 -0.202
C -5.21068 2.71192 -0.49833 0.02 0.03 0.03 0.003
C -4.74028 3.95627 -0.07876 -0.03 0.00 0.00 -0.086
C -3.39794 4.22245 -0.15545 -0.01 -0.02 0.01 -0.058
C -2.51042 3.24463 -0.63715 0.16 0.00 0.14 -0.162
C -1.11455 3.60148 -0.65721 -0.21 0.17 -0.15 -0.086
N -0.13607 2.82539 -0.95692 -0.02 0.39 0.23 -0.185
N 1.14451 3.37009 -0.81672 -0.23 -0.02 0.02 0.100
C 2.04666 2.48229 -1.10845 0.23 0.00 -0.11 -0.460
O 1.78866 1.26951 -1.49831 0.46 -0.29 0.17 -0.281
C 3.48274 2.84009 -0.98344 -0.08 0.03 -0.07 -0.153
C 4.44651 1.88439 -1.28412 0.01 -0.02 -0.01 -0.024
C 5.79295 2.19670 -1.16430 -0.02 0.01 0.01 -0.076
C 6.17848 3.45961 -0.73845 -0.01 0.01 -0.02 -0.086
C 5.21459 4.41354 -0.43177 0.01 -0.02 0.04 -0.080
C 3.86992 4.10754 -0.55604 -0.01 0.01 0.00 -0.032
C -2.97048 1.97375 -1.05531 0.34 0.00 -0.16 -0.270
O -2.16261 1.06393 -1.55846 -0.61 -1.10 0.04 -0.272
H -5.15935 -1.28966 -2.01027 0.00 -0.01 0.01 0.097
H -4.21925 -1.04862 -0.52702 -0.01 0.00 0.02 0.076
H -3.49467 -0.65929 -2.10889 -0.01 0.01 -0.03 0.082
H -6.26760 2.47964 -0.46442 0.01 0.00 0.00 0.123
H -5.43118 4.69703 0.29914 -0.01 0.00 -0.01 0.103
H -3.00323 5.18307 0.15369 0.00 -0.01 -0.01 0.110
H -0.84558 4.61149 -0.35502 0.00 0.01 -0.08 0.136
H 4.12566 0.90337 -1.60821 0.02 0.01 0.00 0.119
H 6.54224 1.45390 -1.40689 -0.01 0.00 0.00 0.104
H 7.22930 3.70760 -0.65776 0.00 -0.01 0.03 0.101
H 5.51401 5.39686 -0.09230 0.00 0.01 -0.03 0.101
H 3.10875 4.84140 -0.32784 0.01 0.00 0.00 0.107
C -0.91360 1.70052 1.88632 0.00 0.09 -0.04 -0.184
P -0.01653 0.52275 0.84719 -0.22 -0.62 0.42 0.853
C -0.76474 -1.03977 1.36404 0.06 -0.03 0.15 -0.351
C -1.80177 -1.58367 0.61497 -0.17 0.13 0.22 -0.118
C -2.41819 -2.75370 1.03151 -0.16 0.13 0.17 -0.074
C -1.98930 -3.39279 2.18550 -0.06 0.07 -0.01 -0.080
C -0.94591 -2.85907 2.93105 0.01 0.02 0.00 -0.068
C -0.33975 -1.67814 2.52810 0.00 0.01 0.02 -0.081
C 1.68159 0.52711 1.44599 0.17 0.16 -0.16 -0.345
C 2.20632 1.65486 2.07150 -0.02 -0.06 0.13 -0.081
C 3.55918 1.71620 2.38047 -0.02 0.01 -0.02 -0.069
C 4.39149 0.66022 2.05037 0.02 -0.02 0.02 -0.072
C 3.87578 -0.46341 1.41394 -0.02 0.01 0.01 -0.062
C 2.52936 -0.52727 1.10394 0.01 0.01 0.06 -0.082
H -0.72434 1.44864 2.93017 -0.05 -0.02 0.01 0.069
H -1.97749 1.60046 1.66946 0.00 -0.01 0.02 0.063
H -0.61730 2.72619 1.68973 0.06 0.06 0.06 0.042
H -2.10774 -1.09587 -0.29986 0.05 0.00 -0.02 0.066
H -3.21803 -3.18011 0.43895 0.01 -0.01 -0.01 0.118
H -2.46484 -4.31225 2.50381 0.00 0.00 0.00 0.110
H -0.60518 -3.36001 3.82808 -0.01 0.01 0.01 0.107
H 0.46941 -1.25884 3.11510 0.01 -0.03 -0.02 0.112
H 1.56755 2.49096 2.32549 0.02 0.02 -0.05 0.102
H 3.96247 2.60056 2.85603 -0.01 -0.01 0.01 0.110
H 5.44811 0.71531 2.27872 0.00 0.00 -0.02 0.109
H 4.52884 -1.27995 1.13476 0.00 -0.01 0.03 0.111
H 2.13841 -1.38725 0.57692 -0.02 0.00 -0.10 0.087
O -1.47145 -7.40319 -0.02810 0.01 0.01 -0.01 0.112
C -1.49093 -6.83670 -1.25878 -0.02 0.05 0.04 -0.478
O -1.87412 -7.47695 -2.19560 -0.02 -0.01 -0.04 0.121
C -1.03055 -5.41549 -1.36363 0.01 -0.06 0.04 -0.136
C -0.37268 -4.73745 -0.34254 0.15 -0.02 -0.09 -0.035
C 0.06086 -3.43442 -0.52097 0.32 -0.19 -0.18 -0.127
C -0.14312 -2.77420 -1.72968 -0.14 0.08 -0.27 -0.621
S 0.60463 -1.20119 -2.09656 -0.16 -0.54 0.09 0.607
C -0.82055 -3.45372 -2.74534 -0.13 0.01 0.01 -0.093
C -1.25416 -4.75580 -2.56802 -0.02 0.05 -0.03 -0.006
H -1.18323 -6.76098 0.62912 0.00 0.01 0.01 0.080
H -0.14846 -5.20946 0.60876 0.00 0.01 -0.01 0.113
H 0.56976 -2.93381 0.29020 0.09 -0.08 -0.06 0.086
H -0.99847 -2.94546 -3.68421 0.04 -0.02 -0.01 0.101
H -1.76261 -5.28805 -3.36084 0.01 0.01 0.00 0.122
```
Positions in Å, forces in eV/Å.

Computed properties:
energy above the lowest of the compared OMol25 structures with the same formula, charge and spin	1.002	eV
HOMO level	-7.68	eV
max |F|	1.58	eV Å⁻¹
orbital gap	7.0	eV
E	-2681.37923	hartree

***

Summary of E_LUMO in eV
-1.18; -0.68
(order as listed above)